C8H19NO7PS | ωB97M-V/def2-TZVPD

Structure (XYZ):
```
37
Properties=species:S:1:pos:R:3:forces:R:3:lowdin_charge:R:1
C -1.819 1.255 0.050 -0.153 0.472 -0.321 -0.04
C -0.375 1.213 -0.501 -0.042 0.655 0.528 -0.32
C -0.077 2.602 -1.116 -0.585 -1.207 -1.034 -0.12
C -0.850 2.636 -2.441 0.000 0.298 0.905 -0.11
N -0.061 1.795 -3.385 -0.588 0.446 -0.643 0.06
C 0.005 0.346 -2.999 -0.124 -0.559 -0.081 -0.10
C 0.052 0.079 -1.479 0.752 0.335 0.584 -0.24
P -0.573 -1.616 -1.164 -0.785 -1.511 -0.668 0.43
O -1.167 -2.198 -2.365 -0.306 0.467 -1.261 -0.25
O 0.635 -2.520 -0.692 0.578 0.521 0.504 -0.10
O -1.595 -1.739 0.042 0.328 0.699 0.434 -0.10
H -2.275 2.206 -0.228 -0.116 0.031 -0.011 0.08
H -2.505 0.497 -0.312 0.121 -0.151 0.005 0.07
H -1.828 1.260 1.134 0.053 -0.314 0.107 0.09
H 0.295 1.161 0.355 0.015 -0.432 0.072 0.14
H 0.981 2.668 -1.382 0.145 0.419 0.403 0.13
H -0.398 3.394 -0.453 0.209 0.124 0.097 0.13
H -1.021 3.640 -2.820 0.370 -0.032 -0.396 0.14
H -1.827 2.164 -2.354 -0.046 -0.048 0.044 0.14
H 0.867 2.204 -3.501 0.006 -0.087 0.046 0.18
H -0.528 1.844 -4.293 0.286 -0.045 -0.099 0.19
H -0.796 -0.181 -3.513 -0.346 0.173 0.241 0.12
H 0.909 -0.040 -3.460 0.120 -0.041 -0.008 0.14
H 1.120 -0.042 -1.284 0.043 0.009 0.208 0.13
H 0.924 -3.062 -1.445 -0.063 -0.036 0.250 0.11
H -2.497 -1.696 -0.320 0.211 -0.177 0.219 0.10
C 1.442 -2.724 3.919 -0.201 -0.060 0.388 -0.15
C 0.337 -1.990 3.194 -0.023 -0.240 -0.520 -0.17
O 0.504 -0.616 3.562 0.132 -0.070 0.326 -0.20
S 2.065 -0.311 3.774 -0.119 -0.449 -0.016 0.60
O 2.572 0.270 2.579 0.101 0.103 -0.007 -0.24
O 2.235 0.302 5.036 0.035 0.246 -0.032 -0.20
O 2.566 -1.832 3.845 -0.165 0.245 -0.295 -0.18
H 1.195 -2.884 4.970 0.006 0.010 -0.008 0.14
H 1.685 -3.676 3.456 0.216 0.102 -0.075 0.14
H -0.652 -2.341 3.477 -0.045 0.221 0.098 0.14
H 0.455 -2.065 2.111 -0.020 -0.120 0.016 0.11
```
Positions in Å, forces in eV/Å.

Highest occupied orbital energy ... -0.4897 hartree
HOMO-LUMO gap ... 0.3655 Eh
Net charge ... +1


C8H20AsN2O2SSbSe4Ti | ωB97M-V/def2-TZVPD

Structure (XYZ):
```
40
Properties=species:S:1:pos:R:3:forces:R:3:lowdin_charge:R:1
Ti 0.417 -0.119 -1.274 -0.213 0.650 -1.001 0.48
C -0.214 1.663 2.341 -0.915 0.973 1.949 -0.16
C -0.767 0.267 2.492 -1.098 -0.561 -0.902 -0.37
As -0.967 -0.911 0.906 0.278 0.640 -0.294 1.23
C -0.018 -2.473 1.491 -2.160 -0.612 1.546 -0.46
C 1.437 -2.416 1.384 1.450 0.744 -0.382 -0.18
C -2.848 -1.464 0.955 0.042 1.846 -1.537 -0.41
C -3.237 -2.157 2.196 -2.103 1.401 1.772 -0.17
H -0.994 2.418 2.107 0.547 -0.553 -0.320 0.09
H 0.673 1.788 1.794 0.807 -0.177 -1.578 0.03
H 0.190 2.008 3.308 -0.574 -0.248 0.179 0.09
H -1.816 0.234 2.802 0.119 0.593 0.363 0.06
H -0.256 -0.334 3.211 0.632 -0.313 0.490 0.06
H -0.424 -3.332 1.009 -0.333 -0.592 -0.937 0.08
H -0.409 -2.634 2.522 0.609 0.234 -0.283 0.09
H 1.822 -1.601 1.996 0.293 0.022 0.126 0.08
H 1.734 -2.195 0.347 0.115 -0.323 0.293 0.01
H 1.911 -3.341 1.699 0.103 -0.069 0.008 0.09
H -3.058 -2.026 0.041 0.214 -0.275 0.178 0.08
H -3.398 -0.515 0.765 0.244 -0.421 0.416 0.09
H -2.902 -3.126 2.188 1.039 -2.455 0.103 0.04
H -4.353 -2.260 2.288 0.944 0.329 -0.150 0.11
H -2.889 -1.687 3.149 -0.221 -0.174 -0.804 0.09
O 0.154 -1.942 -1.810 0.842 -0.956 0.741 -0.72
S -0.355 -1.437 -3.188 -2.667 0.574 -1.224 0.38
N -0.415 0.183 -2.896 1.488 -1.104 1.287 -0.43
Se 2.859 1.541 -5.139 0.226 -0.712 0.409 -0.02
Sb 3.022 -0.569 -3.951 -0.231 1.108 -0.773 -0.08
Se 4.844 -1.938 -4.955 -0.063 0.119 0.239 0.23
Se 0.993 -1.921 -4.812 0.759 -0.180 0.134 0.35
Se 2.972 -0.331 -1.470 -0.249 -0.040 -0.237 0.20
C 0.473 4.044 -0.411 -1.485 -0.772 1.103 0.05
C 0.655 2.896 -1.269 0.599 0.400 -0.561 -0.55
N 1.019 3.035 -2.499 0.355 1.657 -0.392 0.26
O 0.466 1.754 -0.835 -0.581 -2.057 1.444 -0.18
H -0.273 3.724 0.356 0.178 0.691 -0.810 0.11
H 0.161 4.816 -1.074 -0.167 1.261 0.316 0.10
H 1.343 4.198 0.174 1.112 0.663 0.231 0.11
H 1.372 3.911 -2.858 -0.252 -0.051 -0.037 0.15
H 1.077 2.249 -3.084 0.320 -1.262 -1.105 0.00
```
Positions in Å, forces in eV/Å.

Highest occupied orbital energy (alpha / beta) ... -0.4021 / -0.4002 hartree
Expectation value of S² ... 0.7561
HOMO-LUMO gap (alpha / beta) ... 0.2417 / 0.2001 Eh
Net charge ... +1
2S+1 ... 2


C8H20B2BaF8O4 | ωB97M-V/def2-TZVPD

Structure (XYZ):
```
43
Properties=species:S:1:pos:R:3:forces:R:3:lowdin_charge:R:1
Ba 17.968 11.607 12.415 0.001 -0.200 0.295 1.92
B 13.051 13.304 13.275 -3.254 -0.513 2.143 -1.58
F 11.779 13.807 13.477 -1.101 1.315 0.629 0.11
F 12.839 12.110 12.738 0.111 -4.459 -1.720 0.16
F 13.712 14.018 12.421 3.409 3.334 -3.039 0.21
F 13.690 13.142 14.473 1.623 0.061 1.825 0.12
B 23.496 10.278 12.980 -0.317 1.048 -1.071 -1.42
F 22.671 9.489 12.217 -1.481 -1.211 -1.300 0.10
F 24.767 10.197 12.525 1.569 0.185 -0.611 0.15
F 22.985 11.613 12.820 -0.228 0.555 0.191 0.02
F 23.413 9.881 14.251 -0.268 -0.410 2.727 0.17
C 20.853 10.733 7.345 -1.309 -2.165 0.465 -0.04
O 19.623 9.942 7.619 1.066 1.930 -0.020 -0.22
C 19.624 8.739 6.904 -0.894 0.356 -0.272 -0.23
C 18.180 8.221 6.960 0.617 0.864 0.279 -0.19
O 17.792 8.202 8.337 -0.222 -0.960 -0.250 -0.20
C 16.794 7.233 8.641 0.652 -0.171 -0.095 -0.10
H 21.634 10.022 7.614 0.604 0.549 0.062 0.09
H 20.849 11.615 7.986 -0.006 -0.135 -0.252 0.08
H 20.916 10.936 6.276 -0.051 0.363 0.054 0.08
H 20.388 8.060 7.283 -0.186 -0.391 0.351 0.13
H 19.900 8.928 5.866 -0.114 -0.012 -0.391 0.12
H 18.116 7.315 6.358 -0.128 -0.673 0.682 0.13
H 17.485 8.915 6.488 0.250 0.323 -0.362 0.13
H 15.932 7.263 7.975 -0.210 0.410 0.065 0.09
H 16.523 7.381 9.686 -0.244 0.025 -0.144 0.08
H 17.203 6.228 8.541 0.132 -0.182 0.070 0.09
C 19.989 11.408 17.932 0.589 0.146 -0.128 -0.11
O 19.065 10.554 17.381 -1.692 -1.354 -2.003 -0.19
C 18.747 9.386 18.076 0.118 -0.510 1.634 -0.23
C 17.639 8.585 17.481 -1.249 1.714 -1.754 -0.21
O 17.971 8.366 16.111 0.322 -2.326 -0.099 -0.19
C 18.299 6.988 15.959 0.541 -0.719 -2.356 -0.13
H 19.671 11.545 18.965 0.742 0.687 0.223 0.10
H 19.992 12.292 17.294 -0.439 0.445 0.534 0.09
H 21.007 11.052 17.770 0.236 -0.421 0.744 0.10
H 18.416 9.641 19.083 0.121 0.156 0.464 0.13
H 19.558 8.666 18.189 0.771 0.325 -0.106 0.13
H 16.728 9.171 17.362 -0.191 0.267 0.702 0.13
H 17.361 7.662 17.988 0.454 0.104 0.264 0.13
H 18.984 6.526 16.670 -0.131 0.489 0.388 0.10
H 18.740 6.805 14.978 1.053 0.887 -0.147 0.08
H 17.508 6.285 15.698 -1.265 0.275 1.328 0.08
```
Positions in Å, forces in eV/Å.

Highest occupied orbital energy ... -0.3806 hartree
HOMO-LUMO gap ... 0.2191 Eh
Net charge ... 0


C8H20Br12FIN2O4P2Si2 | ωB97M-V/def2-TZVPD

Structure (XYZ):
```
52
Properties=species:S:1:pos:R:3:forces:R:3:lowdin_charge:R:1
C -0.311 1.186 1.637 -0.568 0.070 0.062 -0.18
C -1.855 1.255 1.368 0.494 0.973 -0.796 -0.77
I -2.955 -0.292 2.473 0.189 0.626 -0.371 0.81
C -2.237 1.245 -0.162 -0.143 -0.578 0.792 -0.32
Si -1.800 -0.418 -1.013 -0.640 -0.430 0.080 0.44
F -0.912 -1.415 -0.006 -0.590 1.285 -1.462 -0.23
O -1.129 -0.236 -2.576 1.282 0.638 2.199 -0.38
Si 0.516 0.266 -2.657 0.604 -2.190 -1.192 0.28
C 1.762 -0.956 -1.879 0.748 0.456 0.043 -0.36
N 2.124 -0.679 -0.448 -0.183 -0.904 -0.192 -0.08
P 0.991 0.329 -4.857 -1.070 1.177 -1.739 0.72
N 2.703 -0.097 -5.065 -0.692 -0.663 0.332 -0.24
O 0.035 -0.878 -5.612 1.292 0.382 0.783 -0.37
P 0.857 2.362 -1.941 -0.265 2.177 0.660 0.75
O 2.417 2.817 -2.432 -1.488 -1.028 -0.406 -0.37
O -0.159 3.269 -2.984 0.998 -1.201 0.285 -0.36
H -0.013 2.178 2.039 0.051 -0.800 0.007 0.07
H 0.297 1.018 0.727 -0.473 -0.030 0.356 0.02
H -0.099 0.356 2.335 0.179 0.682 -0.211 0.05
H -2.250 2.209 1.781 0.170 -0.837 -0.079 0.06
H -1.839 2.126 -0.707 0.085 -0.412 0.538 0.05
H -3.350 1.349 -0.184 0.733 -0.270 -0.361 0.07
H -3.090 -1.105 -1.216 0.293 -0.191 -0.112 0.02
H 1.459 -2.014 -2.064 0.101 0.742 0.167 0.09
H 2.705 -0.819 -2.476 -0.880 -0.142 0.035 0.03
H 2.001 -1.574 0.028 -0.143 0.422 0.308 0.06
H 3.128 -0.514 -0.379 -0.210 0.043 -0.236 -0.05
H 3.197 0.758 -4.798 -0.126 -0.091 -0.110 0.01
H 2.830 -0.172 -6.076 0.094 0.019 0.180 0.02
H -0.742 -1.036 -5.063 -0.036 -0.186 0.096 0.01
H 2.515 3.739 -2.174 0.198 0.089 0.146 0.03
H -0.892 3.599 -2.458 0.012 0.211 0.131 0.02
C -3.306 -4.913 2.832 0.102 -0.010 -0.031 -1.61
Br -4.751 -5.730 1.837 0.171 0.155 0.140 0.56
Br -2.113 -3.920 1.679 -0.189 -0.226 0.116 0.55
Br -3.965 -3.814 4.283 0.033 -0.129 -0.291 0.52
H -2.730 -5.716 3.275 -0.078 0.068 -0.046 -0.03
C -7.096 -0.305 4.488 -0.007 -0.069 -0.051 -1.61
Br -7.301 -1.420 2.920 0.050 0.124 0.253 0.55
Br -8.693 -0.302 5.582 0.232 -0.032 -0.149 0.57
Br -5.528 -0.795 5.509 -0.256 0.111 -0.030 0.50
H -6.945 0.709 4.141 0.004 -0.103 0.039 -0.03
C 3.778 0.964 4.081 0.056 -0.108 -0.010 -1.61
Br 3.669 -0.415 5.433 -0.026 0.190 -0.193 0.57
Br 3.627 0.229 2.294 -0.152 0.202 0.506 0.57
Br 2.498 2.380 4.399 0.134 -0.226 -0.087 0.57
H 4.763 1.408 4.158 -0.100 -0.047 0.000 -0.03
C 5.539 0.768 -2.088 0.024 0.102 -0.028 -1.61
Br 5.707 -1.103 -1.622 0.007 0.255 -0.033 0.60
Br 5.220 1.866 -0.528 0.127 -0.185 -0.283 0.56
Br 7.059 1.393 -3.110 -0.214 -0.115 0.165 0.58
H 4.667 0.861 -2.725 0.065 0.002 0.080 -0.06
```
Positions in Å, forces in eV/Å.

Highest occupied orbital energy ... -0.2730 hartree
HOMO-LUMO gap ... 0.2627 Eh
Net charge ... 0


C8H20Br4CrN3O7 | ωB97M-V/def2-TZVPD

Structure (XYZ):
```
43
Properties=species:S:1:pos:R:3:forces:R:3:lowdin_charge:R:1
Cr -3.695 2.198 -0.804 2.117 -1.539 0.951 1.21
C -1.067 0.529 -0.615 0.463 -0.299 -0.789 -0.18
O -2.221 1.074 -0.064 -2.285 1.695 -0.910 -0.32
H -1.251 0.009 -1.569 -0.333 -0.077 0.183 0.10
H -0.287 1.260 -0.844 -0.017 0.150 0.463 0.07
H -0.696 -0.247 0.065 0.090 0.084 0.024 0.07
Br 2.443 5.146 -1.932 0.030 -0.217 -0.163 0.66
C 2.442 3.658 -3.179 -0.360 -0.475 -0.396 -0.70
C 1.064 3.007 -3.170 0.477 0.549 0.052 -0.72
Br 1.038 1.444 -4.328 -0.033 -0.092 0.078 0.64
H 3.197 2.918 -2.925 0.140 0.275 0.315 0.06
H 2.647 4.050 -4.171 0.119 0.113 0.082 0.06
H 0.343 3.704 -3.585 -0.205 -0.095 0.181 0.05
H 0.821 2.687 -2.162 -0.151 -0.012 -0.032 0.01
Br -1.563 1.073 6.044 -0.220 -0.077 -0.110 0.64
C -2.485 0.260 4.536 -0.199 -0.216 0.315 -0.70
C -1.582 0.238 3.327 -0.074 0.077 0.044 -0.70
Br -0.215 -1.137 3.505 -0.097 0.128 -0.122 0.71
H -3.418 0.800 4.375 0.256 0.355 -0.138 0.06
H -2.799 -0.735 4.847 0.289 -0.059 -0.011 0.05
H -1.067 1.189 3.214 0.060 -0.026 -0.004 0.05
H -2.138 0.039 2.411 -0.015 -0.174 0.059 0.03
C -2.325 -2.571 0.756 -0.738 -0.018 -0.190 0.01
N -1.971 -3.748 -0.063 0.491 -0.615 -0.197 -0.45
O -1.291 -4.597 0.464 -0.134 0.145 0.040 0.09
O -2.375 -3.797 -1.212 -0.032 0.288 -0.050 0.05
H -2.960 -1.944 0.137 0.130 0.110 0.027 0.09
H -1.407 -2.086 1.064 0.049 -0.131 0.199 0.02
H -2.911 -2.964 1.584 0.268 0.153 0.213 0.11
C 2.232 0.378 1.387 0.177 -0.153 -0.573 0.02
N 2.886 1.241 0.353 0.111 -0.088 0.253 -0.44
O 3.893 0.819 -0.166 -0.016 0.029 -0.104 0.09
O 2.374 2.318 0.108 -0.249 0.024 -0.104 0.02
H 2.605 -0.624 1.206 -0.023 -0.042 0.274 0.09
H 1.164 0.427 1.211 -0.020 0.107 0.174 0.04
H 2.502 0.759 2.365 -0.010 0.031 0.027 0.11
C 0.868 -2.174 -2.283 0.104 -0.377 -0.473 0.05
N 1.503 -2.673 -1.039 -0.078 -0.115 0.438 -0.42
O 0.926 -2.457 0.022 -0.099 0.280 -0.226 0.01
O 2.554 -3.249 -1.135 0.059 0.041 -0.062 0.12
H 1.175 -1.140 -2.425 -0.042 0.039 0.069 0.07
H -0.208 -2.293 -2.215 -0.026 0.098 0.196 0.08
H 1.254 -2.789 -3.092 0.029 0.127 -0.003 0.11
```
Positions in Å, forces in eV/Å.

Highest occupied orbital energy (alpha / beta) ... -0.4564 / -0.4564 hartree
Expectation value of S² ... 6.3215
HOMO-LUMO gap (alpha / beta) ... 0.1748 / 0.2086 Eh
Net charge ... +1
2S+1 ... 5


C8H20Br4NbO2 | ωB97M-V/def2-TZVPD

Structure (XYZ):
```
35
Properties=species:S:1:pos:R:3:forces:R:3:lowdin_charge:R:1
C -2.184 -3.126 -0.936 -0.288 -0.384 -0.193 -0.05
C -2.934 -1.697 -1.162 -6.218 1.579 1.069 -0.29
O -4.283 -1.697 -0.965 8.378 -0.007 -1.310 -0.09
O -2.342 -0.397 -1.490 -0.167 -4.898 0.347 -0.14
C -0.935 -0.485 -1.893 2.605 1.039 -0.616 -0.36
C 0.115 -0.342 -0.607 -0.644 -1.555 -0.856 -0.48
Nb -0.257 1.609 0.584 0.528 -0.824 -0.639 1.00
H -2.789 -3.939 -1.565 1.227 1.994 1.345 0.10
H -2.310 -3.436 0.205 0.314 0.956 -2.502 0.11
H -1.064 -3.184 -1.257 -2.136 0.372 0.732 0.07
H -0.682 -1.432 -2.567 -0.942 1.751 1.449 0.09
H -0.706 0.461 -2.585 -0.984 -2.187 1.515 0.04
H 1.225 -0.220 -1.027 -2.452 -0.692 1.108 -0.03
H -0.010 -1.306 0.055 0.513 1.643 -1.268 0.02
H 1.312 2.350 -0.031 0.286 0.416 0.065 -0.22
H -1.194 2.352 -0.773 -0.191 0.458 -0.587 -0.17
H -1.795 0.846 1.171 -0.391 -0.076 0.248 -0.17
H 0.687 0.846 1.957 0.271 -0.103 0.339 -0.19
H -0.618 3.032 1.647 -0.254 0.056 0.312 -0.22
Br 1.684 1.562 -2.656 0.608 0.209 -0.637 0.65
C 2.645 0.038 -3.401 -0.009 0.461 0.025 -0.66
C 2.439 -0.061 -4.895 0.161 -0.301 -0.147 -0.69
Br 0.681 -0.795 -5.317 0.075 0.105 -0.076 0.61
H 2.310 -0.849 -2.856 0.010 0.149 -0.196 0.05
H 3.698 0.225 -3.169 -0.148 -0.070 -0.126 0.06
H 3.153 -0.762 -5.337 -0.102 0.092 0.082 0.05
H 2.515 0.901 -5.409 -0.051 -0.210 0.254 0.05
Br -1.519 2.003 4.361 0.133 -0.204 0.259 0.53
C -0.396 0.744 5.340 -0.427 0.124 0.023 -0.71
C 0.777 1.445 5.985 0.297 -0.130 0.040 -0.71
Br 2.159 1.863 4.674 -0.069 0.092 0.184 0.56
H -0.100 -0.036 4.633 0.045 0.279 0.100 0.05
H -1.052 0.310 6.100 0.194 0.064 -0.041 0.05
H 1.265 0.790 6.713 -0.125 0.060 -0.110 0.05
H 0.506 2.385 6.474 -0.046 -0.257 -0.189 0.05
```
Positions in Å, forces in eV/Å.

Highest occupied orbital energy ... -0.1744 hartree
HOMO-LUMO gap ... 0.2625 Eh
Net charge ... -1


Summary of F_max in Eh/bohr
0.0356; 0.0600; 0.1100; 0.0510; 0.0581; 0.1649
(order as listed above)
Summary of calculated total energy in Ha
-1637.024617; -13906.034476; -1492.067616; -33274.842960; -12347.625128; -10819.971271
(order as listed above)